Entry 1:
This record from OMol25 describes a cluster of 5 separate species, C20H30F12O10 in total. The level of theory is ωB97M-V/def2-TZVPD.

The geometry in XYZ format:
```
72
Properties=species:S:1:pos:R:3:forces:R:3:lowdin_charge:R:1
C -10.73510 -6.59860 -1.95604 0.91 0.49 0.44 -0.060
C -9.95147 -7.80447 -1.47997 -0.15 0.27 -0.28 -0.192
O -10.86750 -8.88315 -1.18792 -0.27 0.23 0.01 0.040
C -10.36204 -10.09488 -1.07606 -0.12 -0.03 0.11 -0.404
O -9.22852 -10.42305 -1.24263 0.33 -0.08 -0.02 0.170
C -11.46883 -11.11212 -0.69649 0.02 -0.09 0.15 -0.536
F -10.92479 -12.16181 -0.07855 -0.15 0.20 -0.15 0.170
F -12.38936 -10.57261 0.11314 0.16 -0.11 -0.15 0.164
F -12.08835 -11.54499 -1.80629 0.05 0.05 0.10 0.161
H -11.21154 -6.72878 -2.92109 -0.27 -0.15 0.07 0.080
H -9.99105 -5.79563 -2.06143 -0.11 -0.14 -0.20 0.085
H -11.39712 -6.22188 -1.17850 -0.39 -0.27 -0.18 0.081
H -9.41623 -7.54636 -0.56549 0.06 -0.22 0.02 0.133
H -9.23685 -8.12583 -2.23759 0.00 -0.14 0.09 0.106
C -4.71887 -8.21127 1.86585 0.11 0.93 -0.38 -0.063
C -5.33422 -8.69682 3.14861 -0.38 -0.42 -0.64 -0.172
O -6.08562 -9.90686 2.83736 0.33 -0.14 -0.16 0.030
C -6.65289 -10.49151 3.87046 -0.17 0.05 -0.02 -0.416
O -6.70380 -10.07647 4.98925 0.06 -0.05 0.24 0.171
C -7.34611 -11.80877 3.46234 0.23 -0.18 -0.17 -0.550
F -7.18213 -12.73007 4.41081 0.00 0.05 0.00 0.172
F -8.65170 -11.58778 3.31032 -0.26 0.04 -0.03 0.172
F -6.87076 -12.30225 2.31216 -0.04 0.05 0.14 0.161
H -3.83146 -8.72231 1.50034 0.01 -0.27 0.35 0.070
H -4.44615 -7.16146 2.02249 0.16 -0.12 -0.01 0.087
H -5.42427 -8.18810 1.03308 -0.18 -0.18 0.17 0.080
H -6.06144 -7.97152 3.50566 0.15 0.05 0.31 0.130
H -4.60740 -8.96268 3.91023 0.00 0.23 0.15 0.133
C -0.82601 -8.63990 -2.66092 0.71 -0.18 0.06 -0.047
C -0.78244 -9.82352 -1.71101 -1.65 -0.03 -1.07 -0.214
O 0.14936 -9.65347 -0.65539 0.29 -0.29 0.27 0.046
C 1.38445 -10.06980 -0.90621 -0.28 0.16 0.05 -0.394
O 1.79560 -10.52407 -1.92815 0.15 -0.11 -0.15 0.179
C 2.29127 -9.90518 0.32792 0.04 -0.02 0.05 -0.550
F 3.34086 -9.14719 0.00836 0.08 0.05 0.01 0.172
F 1.66652 -9.34198 1.36218 0.05 -0.05 0.00 0.168
F 2.74020 -11.10753 0.70423 -0.02 0.04 0.04 0.169
H -0.66371 -7.71820 -2.10444 -0.20 0.11 -0.06 0.086
H -1.78635 -8.61799 -3.16854 -0.06 0.09 -0.01 0.073
H -0.03064 -8.74268 -3.40047 -0.04 0.18 -0.04 0.079
H -0.64334 -10.73785 -2.28718 0.60 -0.10 0.25 0.128
H -1.78077 -9.94192 -1.28645 0.29 0.17 0.61 0.105
C -10.40159 -14.85479 -7.19046 0.79 -0.56 -0.68 -0.067
C -11.11229 -13.54776 -7.41388 -0.71 -0.19 0.53 -0.198
O -10.45604 -12.67492 -8.34298 0.30 -0.07 -0.50 0.038
C -9.23787 -12.26203 -8.02448 -0.65 0.12 -0.03 -0.403
O -8.68905 -12.40216 -6.97821 0.35 0.02 0.35 0.171
C -8.56868 -11.50684 -9.18921 0.33 -0.19 -0.04 -0.544
F -8.29551 -10.25104 -8.82275 -0.01 0.00 0.02 0.166
F -7.41004 -12.12357 -9.47649 -0.15 0.16 -0.01 0.163
F -9.30761 -11.47290 -10.29132 -0.05 0.04 -0.08 0.176
H -10.98503 -15.51282 -6.55161 -0.06 0.10 0.15 0.084
H -9.38315 -14.77388 -6.81003 -0.25 0.26 0.37 0.076
H -10.26963 -15.37886 -8.14643 -0.29 0.10 0.04 0.088
H -11.32263 -13.00499 -6.49046 0.31 0.02 0.04 0.129
H -12.08009 -13.76696 -7.86438 0.07 0.23 -0.16 0.126
C -4.61313 -10.45755 -1.02548 0.61 0.62 0.24 -0.093
O -4.70261 -9.17305 -1.63327 -0.33 -0.04 0.41 -0.200
C -5.78833 -9.04946 -2.51759 -0.49 0.02 -0.39 -0.211
C -5.53120 -9.74672 -3.86178 0.44 0.78 -0.62 -0.207
O -6.64058 -10.42622 -4.38581 0.00 -0.22 0.16 -0.169
C -7.56652 -9.56795 -4.99518 -0.09 0.23 -0.35 -0.107
H -4.00962 -11.11072 -1.65915 -0.37 -0.39 0.02 0.084
H -5.58888 -10.85894 -0.74961 -0.05 -0.16 -0.32 0.100
H -4.06344 -10.30172 -0.09568 0.04 -0.12 -0.03 0.067
H -5.95414 -7.97957 -2.66457 0.25 0.03 -0.02 0.122
H -6.74634 -9.41980 -2.11596 0.32 -0.30 0.24 0.114
H -4.68630 -10.43498 -3.82550 -0.21 -0.26 0.42 0.123
H -5.19160 -8.97705 -4.58063 -0.16 -0.13 0.01 0.122
H -8.00905 -8.84205 -4.29992 0.04 -0.08 0.09 0.075
H -8.35972 -10.17382 -5.42686 0.01 -0.08 0.09 0.078
H -7.09083 -9.00347 -5.81046 -0.02 -0.01 0.06 0.094
```
Positions in Å, forces in eV/Å.

## Properties
E_tot (a.u.): -2730.88269
E_HOMO (eV): -9.568
SMILES string: CCOC(=O)C(F)(F)F.CCOC(=O)C(F)(F)F.CCOC(=O)C(F)(F)F.CCOC(=O)C(F)(F)F.COCCOC
Orbital gap (eV): 9.9

=====

Entry 2:
This record from OMol25 describes a cluster of 4 separate species, C20H30F13N2O6S3 in total. The level of theory is ωB97M-V/def2-TZVPD.

The geometry in XYZ format:
```
74
Properties=species:S:1:pos:R:3:forces:R:3:lowdin_charge:R:1
N -6.16805 -2.73455 -2.97229 -0.10 -0.07 0.00 -0.147
N -5.00114 -3.57357 -2.70717 0.10 0.08 -0.17 -0.250
C -4.44181 -3.85530 -3.99177 -0.02 0.04 0.20 -0.415
C -3.05039 -4.46588 -3.74714 -0.03 -0.22 -0.37 -0.121
C -1.93997 -3.45591 -3.81320 0.07 0.10 0.08 -0.442
F -1.69611 -3.10633 -5.12595 0.06 -0.02 -0.08 0.074
F -2.20515 -2.28657 -3.19886 -0.14 0.15 0.19 0.103
C -0.52658 -3.90030 -3.28661 -0.09 -0.15 0.22 -0.337
F 0.12569 -4.54390 -4.27620 0.08 -0.14 -0.17 0.139
F 0.21153 -2.81117 -2.96061 0.00 0.14 -0.09 0.129
C -0.40869 -4.86750 -2.06871 0.01 0.24 0.09 -0.337
F -0.94423 -6.04257 -2.40481 -0.15 -0.22 -0.01 0.160
F 0.91606 -5.08406 -1.86753 0.16 -0.04 -0.06 0.133
C -1.00666 -4.39501 -0.69566 0.29 -0.08 -0.12 -0.345
F -1.96360 -3.50129 -0.89044 -0.28 0.17 -0.03 0.184
F -1.52366 -5.48369 -0.08973 -0.08 -0.01 0.02 0.158
C -0.01867 -3.81395 0.37333 -0.02 0.10 -0.10 -0.341
F -0.79666 -3.47767 1.42285 -0.03 0.00 0.09 0.155
F 0.82730 -4.77802 0.76668 0.14 -0.12 0.13 0.157
C 0.83100 -2.54996 0.06437 0.04 -0.03 -0.25 -0.541
F 0.08029 -1.58105 -0.44833 0.07 -0.04 0.13 0.192
F 1.36510 -2.11449 1.21902 -0.06 -0.03 -0.10 0.157
F 1.83714 -2.81536 -0.76766 -0.12 0.05 0.16 0.177
H -6.88746 -2.96286 -2.29110 0.18 -0.04 0.00 0.006
H -5.92139 -1.75810 -2.79831 -0.02 -0.05 0.00 0.008
H -4.32956 -2.95926 -4.64490 0.01 -0.07 0.04 0.084
H -5.02180 -4.58138 -4.62494 0.06 0.04 -0.01 0.076
H -3.08969 -4.96989 -2.77905 -0.03 0.15 0.00 0.100
H -2.79304 -5.20979 -4.51767 -0.02 0.04 0.19 0.124
C -2.22093 2.45347 -4.65111 -0.01 -0.02 0.01 -0.228
C -1.38573 1.52662 -5.54491 -0.01 -0.03 0.01 -0.217
C -2.14911 0.20503 -5.67726 0.07 0.03 -0.02 -0.213
S -3.89574 0.61674 -5.49167 0.13 0.03 0.01 0.653
O -4.38054 0.01722 -4.28238 -0.13 0.04 -0.01 -0.300
O -4.58659 0.45025 -6.74570 -0.04 -0.02 0.00 -0.330
C -3.64606 2.36997 -5.18244 0.07 0.08 0.02 -0.238
H -1.84858 3.47791 -4.66643 0.01 -0.01 0.01 0.108
H -2.19266 2.09961 -3.61842 -0.01 0.00 0.00 0.120
H -1.26072 1.98618 -6.52842 -0.02 0.00 0.00 0.111
H -0.39203 1.35855 -5.13081 0.01 0.00 -0.01 0.111
H -2.01538 -0.28040 -6.64050 -0.04 -0.04 0.02 0.104
H -1.91505 -0.49648 -4.87916 -0.05 0.00 0.01 0.082
H -4.40826 2.69973 -4.48040 -0.03 -0.05 -0.01 0.103
H -3.75747 2.88964 -6.13426 0.00 -0.01 0.00 0.100
C 0.94897 0.37883 5.48538 0.00 -0.01 -0.02 -0.215
C 1.52690 -0.20106 4.18816 0.00 -0.02 -0.03 -0.211
C 0.75197 0.42492 3.02440 0.03 -0.10 0.02 -0.225
S 0.21345 2.04469 3.60357 0.09 0.00 -0.03 0.666
O -1.22654 2.07384 3.66343 -0.03 0.01 -0.01 -0.322
O 0.92034 3.07934 2.88723 -0.01 0.03 0.00 -0.334
C 0.86412 1.88390 5.26318 0.00 -0.12 0.03 -0.232
H 1.57796 0.14499 6.34382 0.00 -0.01 0.00 0.113
H -0.04546 -0.03335 5.67125 -0.01 0.01 0.00 0.118
H 2.58460 0.06061 4.11573 -0.01 0.03 0.01 0.115
H 1.45131 -1.28739 4.15883 0.01 0.00 -0.01 0.111
H 1.35219 0.56638 2.12986 -0.03 0.05 -0.02 0.097
H -0.14413 -0.14062 2.77482 -0.04 0.06 0.03 0.103
H 0.20137 2.40669 5.94886 -0.03 0.05 -0.07 0.111
H 1.84472 2.35381 5.25992 -0.07 -0.04 0.04 0.057
C 5.64033 5.86364 4.45909 -0.01 -0.02 0.02 -0.220
C 6.37446 5.50639 5.75984 -0.03 -0.01 0.01 -0.215
C 5.45058 4.58839 6.56889 0.16 0.05 -0.01 -0.217
S 4.42786 3.72999 5.35865 0.25 0.09 -0.10 0.662
O 3.06780 4.16322 5.53313 -0.16 0.05 0.15 -0.317
O 4.74699 2.32486 5.33698 -0.10 -0.04 0.03 -0.322
C 5.09154 4.54978 3.91427 0.06 0.05 -0.06 -0.223
H 6.30186 6.34324 3.73920 0.00 0.01 0.01 0.114
H 4.81661 6.54938 4.66709 -0.01 0.00 -0.01 0.120
H 7.30103 4.98042 5.52183 -0.01 -0.01 -0.01 0.116
H 6.63815 6.39402 6.33317 0.01 0.00 0.00 0.112
H 5.98154 3.84128 7.15353 -0.03 -0.01 0.00 0.101
H 4.76906 5.14603 7.20801 -0.04 -0.01 -0.03 0.103
H 4.28529 4.65550 3.19159 -0.03 -0.05 0.02 0.113
H 5.88021 3.91360 3.51253 -0.01 -0.01 0.00 0.109
```
Positions in Å, forces in eV/Å.

## Properties
Net charge: -1
E_tot (a.u.): -3833.78695
E_HOMO (eV): -1.227
Orbital gap (eV): 2.7